{
  "formula": "C2H3NO2S2",
  "method": "the ωB97M-V functional and the def2-TZVPD basis",
  "e_homo_ev": [-9.6, -9.6],
  "max_force_ha_per_bohr": 0.156,
  "orbital_gap_ha": [0.2999, 0.2999],
  "e_above_lowest_kcal_mol": 89.0,
  "charge": 0,
  "species": ["S", "S", "O", "O", "N", "C", "C", "H", "H", "H"],
  "positions_angstrom": [[-1.6971, 0.1668, -0.0663], [1.0017, -0.2984, 0.3267], [0.6027, -1.3559, 1.2152], [2.2610, 0.3125, 0.4524], [0.7773, -0.8754, -1.2234], [-0.9092, -0.7410, -1.1424], [-0.2552, 1.0132, 0.5848], [0.0715, 2.0033, 0.1098], [-0.4491, 1.1175, 1.6043], [-1.4035, -1.3427, -1.8611]],
  "forces_ev_per_a": [[-1.1, 1.5, 0.3], [-0.8, -1.2, -0.2], [0.2, 0.3, 0.5], [1.8, 0.8, 0.2], [-7.6, 1.7, 1.1], [7.8, -1.4, -1.5], [0.8, 0.1, -2.1], [-0.9, -1.6, 0.4], [0.2, 0.2, 1.8], [-0.4, -0.4, -0.5]],
  "mulliken_charge": [0.03, 1.10, -0.61, -0.58, -0.41, -0.06, -0.58, 0.35, 0.38, 0.38]
}

=====

{
  "formula": "C15H25N3O4P",
  "method": "the ωB97M-V functional and the def2-TZVPD basis",
  "e_homo_ev": -12.4,
  "max_force_ha_per_bohr": 0.121,
  "orbital_gap_ha": 0.2948,
  "e_above_lowest_kcal_mol": 292.6,
  "charge": 1,
  "species": ["P", "O", "O", "O", "O", "N", "N", "N", "C", "C", "C", "C", "C", "C", "C", "C", "C", "C", "C", "C", "C", "C", "C", "H", "H", "H", "H", "H", "H", "H", "H", "H", "H", "H", "H", "H", "H", "H", "H", "H", "H", "H", "H", "H", "H", "H", "H", "H"],
  "positions_angstrom": [[0.6388, 1.3107, -1.5138], [0.5645, -2.0589, 5.4538], [1.3267, -0.2484, 6.6265], [0.9206, -1.0392, 1.1761], [1.9065, -2.3757, 7.2351], [-1.9346, -2.4941, -4.0899], [3.0366, 0.6466, -2.7995], [0.5198, 2.9307, -2.2489], [-1.1099, -1.4489, -4.7597], [1.2710, -1.4545, 6.4534], [-1.2334, -1.2238, -1.8117], [-0.2279, -0.2200, -4.1575], [-0.2742, -0.0509, -2.4929], [-0.8093, 3.1768, -2.9283], [-3.0409, 1.9020, -2.0043], [-2.0995, 3.2633, -1.9183], [0.9343, -3.4250, 5.4571], [0.0622, -0.4986, 2.4705], [0.9370, 0.5128, 1.3632], [2.5352, 0.9118, -1.3879], [1.4161, -3.6471, 6.8541], [-2.0210, -2.4043, -2.6049], [-0.1049, 1.4340, 0.2469], [-1.0776, -1.5308, -5.9525], [-4.1675, 2.0895, -1.7302], [0.6073, -3.9328, 7.5349], [-2.6256, 1.1245, -1.2312], [2.7868, 1.4417, -3.4534], [2.7503, -0.0219, -0.6952], [-0.7220, 4.2488, -3.4447], [2.2074, -4.3998, 6.9067], [0.4042, 0.5327, -4.8243], [-0.0427, 2.5288, 0.7049], [-2.9476, 1.4989, -3.1212], [-1.1526, 0.9284, 0.3753], [-2.6961, -3.1952, -2.0326], [2.4922, -0.1991, -3.1274], [1.3331, 3.1621, -2.8609], [-0.8991, -0.9121, 1.9340], [-2.7869, 4.1463, -2.3323], [1.9739, 1.0776, 1.7874], [-1.0512, 2.4267, -3.8124], [1.7228, -3.5796, 4.7132], [3.0262, 1.9133, -0.9667], [0.7168, -1.1153, 3.2506], [-1.8026, 3.5345, -0.8192], [0.0793, -4.0587, 5.2059], [-1.3423, -1.2075, -0.6281]],
  "forces_ev_per_a": [[-0.3, 0.4, 0.5], [0.3, 0.6, 0.5], [-0.2, -2.8, -0.6], [0.2, 5.0, 0.7], [-0.4, 0.9, -0.6], [2.7, 4.3, 3.2], [-1.9, 0.0, 0.6], [-0.4, -2.5, 0.0], [0.6, 0.7, 1.4], [0.4, 2.7, 0.8], [0.5, 0.2, -1.5], [-2.1, -2.2, 3.3], [-2.8, -4.3, -3.3], [-1.3, 1.7, -1.2], [0.6, 0.2, 0.1], [-1.1, 0.2, -0.7], [-0.2, -0.9, -0.8], [3.3, -1.8, -4.9], [-1.8, -2.8, 1.5], [0.4, 0.7, -0.4], [0.1, -1.0, 0.6], [2.5, 3.3, -2.0], [1.3, -1.1, 2.5], [-0.2, 0.1, 3.0], [2.3, -0.2, -0.6], [0.1, 0.0, -0.1], [-0.9, 1.3, -1.8], [0.5, -1.2, 1.1], [-0.7, 2.1, -1.4], [0.0, -2.4, 1.2], [-0.1, 0.3, 0.1], [-1.6, -1.9, 1.4], [-0.3, -2.3, -1.4], [-0.4, 0.6, 2.6], [2.0, 1.3, -0.5], [1.7, 2.0, -1.4], [1.0, 1.2, 0.2], [-0.9, -0.4, 0.6], [1.2, 1.4, 2.4], [1.7, -1.8, 1.0], [-3.0, -1.9, -1.3], [0.6, 1.4, 1.9], [0.0, 0.0, 0.1], [-1.0, -2.3, -0.8], [-2.3, 2.1, -1.0], [-0.5, -0.5, -2.2], [0.1, 0.3, 0.0], [0.3, -0.1, -2.8]],
  "mulliken_charge": [0.50, -0.28, -0.54, -0.38, -0.30, -0.40, -0.59, -0.34, -0.24, 0.66, -0.02, -0.29, 0.32, -0.39, -0.55, -0.47, -0.32, -0.50, -0.03, -0.49, -0.35, -0.25, -0.60, 0.30, 0.36, 0.26, -0.01, 0.34, 0.32, 0.39, 0.31, 0.29, 0.45, 0.19, 0.20, 0.31, 0.32, 0.36, 0.21, 0.34, 0.29, 0.17, 0.26, 0.39, 0.24, 0.22, 0.33, 0.02]
}

=====

{
  "formula": "C3H4ClN3S",
  "method": "the ωB97M-V functional and the def2-TZVPD basis",
  "e_homo_ev": -8.1,
  "max_force_ha_per_bohr": 0.107,
  "orbital_gap_ha": 0.3228,
  "e_above_lowest_kcal_mol": 54.1,
  "charge": 0,
  "smiles": "Nc1nc(S)[nH]c1Cl",
  "species": ["Cl", "S", "N", "N", "N", "C", "C", "C", "H", "H", "H", "H"],
  "positions_angstrom": [[-2.4371, -1.1820, 0.0273], [2.9576, -0.4152, -0.0802], [-1.3940, 2.3501, 0.0478], [0.6822, 1.1546, 0.0079], [0.1664, -0.9262, -0.0991], [-0.9651, -0.2590, 0.0350], [-0.6861, 1.0820, 0.0876], [1.1885, -0.0185, 0.0367], [3.1825, -0.0272, 1.2442], [-0.4139, 3.0252, -0.0236], [0.1426, -1.9109, -0.2226], [-2.2088, 2.7739, -0.8313]],
  "forces_ev_per_a": [[0.3, 0.5, 0.0], [-1.2, 0.5, 1.5], [1.5, 3.1, -2.0], [0.0, 2.1, 1.0], [2.0, -0.8, 0.8], [-3.2, 1.1, -0.2], [-0.5, 0.9, -1.8], [1.0, -1.6, -1.4], [-0.1, -0.4, -1.3], [-4.0, -2.0, 0.1], [0.6, -0.7, 0.2], [3.7, -2.6, 3.2]],
  "mulliken_charge": [-0.21, -0.27, -0.65, -0.53, -0.03, 0.08, 0.39, 0.22, 0.16, 0.35, 0.17, 0.30]
}

=====

{
  "formula": "C33H72F2N4O4S2",
  "method": "the ωB97M-V functional and the def2-TZVPD basis",
  "e_homo_ev": -14.2,
  "max_force_ha_per_bohr": 0.106,
  "orbital_gap_ha": 0.3865,
  "e_above_lowest_kcal_mol": 0.0,
  "charge": 2,
  "species": ["S", "S", "F", "F", "O", "O", "O", "O", "N", "N", "N", "N", "C", "C", "C", "C", "C", "C", "C", "C", "C", "C", "C", "C", "C", "C", "C", "C", "C", "C", "C", "C", "C", "C", "C", "C", "C", "C", "C", "C", "C", "C", "C", "C", "C", "H", "H", "H", "H", "H", "H", "H", "H", "H", "H", "H", "H", "H", "H", "H", "H", "H", "H", "H", "H", "H", "H", "H", "H", "H", "H", "H", "H", "H", "H", "H", "H", "H", "H", "H", "H", "H", "H", "H", "H", "H", "H", "H", "H", "H", "H", "H", "H", "H", "H", "H", "H", "H", "H", "H", "H", "H", "H", "H", "H", "H", "H", "H", "H", "H", "H", "H", "H", "H", "H", "H", "H"],
  "positions_angstrom": [[0.3704, -1.5592, -0.5148], [-2.2207, -1.3285, -0.0449], [-2.8713, -0.3591, 0.9852], [1.4708, -1.8471, 0.6244], [0.2417, -2.8345, -1.2782], [-2.8532, -2.5916, 0.0497], [0.9440, -0.4309, -1.2021], [-2.3904, -0.6729, -1.3343], [-0.7903, -1.2187, 0.4202], [3.3814, 1.6555, 0.7878], [-2.0746, 1.7525, -5.5319], [-1.1935, -3.5755, 4.0450], [-0.3298, -4.2938, 4.9934], [1.0824, 1.3926, 1.6656], [6.7429, 3.5542, 0.4725], [2.3505, 1.9552, -0.3147], [-5.9898, -2.9372, 2.2724], [5.0236, -0.1211, 1.3764], [-1.9716, 2.6289, -4.2737], [-3.6127, -3.1160, 3.1372], [-2.6824, 3.1579, -1.8538], [-1.0076, -0.3682, -4.5345], [-1.5544, -1.2910, 5.2722], [-2.8204, 3.3732, -7.2637], [-0.4797, -3.9554, 2.7251], [-5.0380, -3.7140, 3.1574], [7.7342, 2.5666, 1.0457], [1.0127, 2.2506, 0.3678], [-1.2348, 0.1838, 5.0268], [-1.2631, 3.3545, -7.1603], [-0.9149, 2.0602, -6.4489], [-2.6550, -3.8858, 4.0996], [3.8769, 0.2794, 0.5084], [1.1435, -4.1368, 4.5059], [-0.9577, -2.1063, 4.1501], [-3.2869, 2.1853, -6.4262], [-1.2954, -1.9200, -4.5482], [4.4792, 2.6657, 1.0158], [5.7026, -1.4917, 1.1229], [5.5194, 2.8150, -0.1503], [-2.1692, 0.3022, -5.3293], [1.0292, -3.8523, 3.0178], [-3.8307, 3.1104, -0.8415], [2.5480, 1.6045, 2.0547], [-2.9854, 2.3184, -3.1395], [5.0031, 2.4410, 1.9761], [-3.5078, 3.7088, -0.0046], [7.2616, 4.1354, -0.3223], [-4.0998, 2.3437, -5.7252], [7.2604, 1.9421, 1.8171], [0.8914, 3.3387, 0.5047], [-2.2881, -2.1696, -4.1507], [-0.9086, 4.2543, -6.7001], [-2.0620, 3.6247, -4.6663], [6.4572, -1.7003, 1.8597], [-0.6402, -5.3310, 4.9632], [1.6534, -5.0941, 4.7234], [-3.1228, 3.1803, -8.3088], [-1.5981, 0.7257, 5.9011], [-5.4704, -3.9287, 4.1379], [2.9705, -0.3283, 0.5914], [6.1408, -1.5335, 0.1127], [1.5515, -4.5511, 2.4057], [-2.2360, -0.1267, -6.3185], [-3.4277, 1.3289, -7.0558], [-1.2912, -2.2226, -5.5668], [-6.8573, -3.5144, 1.9786], [1.7710, -3.4040, 5.0098], [-0.7986, 3.2370, -8.1199], [4.6204, -0.1736, 2.4043], [-1.7422, 0.4970, 4.1291], [-2.7361, -4.9287, 3.8819], [8.5474, 3.0844, 1.5648], [0.7450, 0.3612, 1.5291], [0.1177, -1.9553, 4.1362], [-3.5671, -2.0869, 3.5212], [2.4026, 1.0765, -0.9546], [2.9612, 0.8940, 2.8019], [-0.5814, -2.4897, -3.9171], [-0.9205, -3.2761, 1.9556], [-0.9269, 1.2821, -7.2265], [5.8687, 0.5591, 1.4283], [-3.2651, 4.3101, -6.8635], [3.9383, 3.6451, 1.1566], [-5.5136, -2.4939, 1.3683], [-3.9606, 2.6424, -3.5002], [6.5277, 4.2320, 1.2923], [-3.0363, 1.2701, -2.8682], [5.0058, 3.4316, -0.9007], [-3.1607, 0.1305, -4.9029], [-4.7151, 3.6050, -1.2424], [0.4834, 1.7933, 2.4912], [5.8480, 1.8607, -0.6216], [-4.9064, -4.7055, 2.7528], [0.2368, 1.8988, -0.3736], [-0.4325, -4.0197, 6.0418], [-1.7943, 2.7100, -1.3838], [-3.2642, -3.1208, 2.0854], [2.7700, 2.8233, -0.8296], [0.0137, 1.9711, -5.9248], [1.4150, -2.8771, 2.7732], [4.1732, 0.1993, -0.5278], [-1.2789, -1.6981, 3.1835], [-0.6488, -5.0050, 2.5087], [-4.1085, 2.1372, -0.5074], [-0.9448, 2.5213, -3.8968], [4.9124, -2.2345, 1.1761], [-6.3150, -2.0790, 2.8636], [-2.5037, 4.2255, -2.1382], [-2.6520, -1.3762, 5.2893], [-1.2526, -1.5954, 6.2479], [8.2193, 1.9053, 0.3353], [2.7281, 2.5875, 2.5082], [-0.1351, 0.3049, 4.9236], [-0.9158, 0.1517, -3.5662], [-3.0326, -3.7272, 5.1193], [-0.0561, -0.1840, -5.0760]],
  "forces_ev_per_a": [[1.6, -3.3, -3.2], [-2.8, 1.2, -4.5], [-0.3, -0.1, 0.6], [-0.3, -0.2, -0.2], [0.2, 3.4, 2.2], [0.0, -0.5, 1.0], [-0.5, -0.5, 0.3], [0.1, -0.2, 1.2], [1.8, 0.1, 2.2], [-0.5, -0.5, 0.9], [0.0, 1.1, -0.9], [0.9, 1.0, -0.8], [1.0, -0.6, 1.3], [0.2, 1.2, 0.0], [0.7, -0.3, -1.4], [1.3, 1.2, 0.2], [0.3, 1.2, 0.0], [0.8, -1.1, 2.0], [0.2, -1.3, 0.4], [0.9, 0.3, 0.7], [-0.1, -0.4, -0.8], [-0.7, 0.0, -0.7], [-1.2, -0.1, -0.6], [0.0, 0.0, 0.2], [-0.5, 0.6, -0.5], [0.9, -0.6, -0.5], [0.5, -0.3, 0.9], [-0.5, -1.0, -1.2], [0.7, -0.7, 0.7], [-0.5, -0.3, 0.0], [-0.9, -0.3, -0.4], [-1.1, -0.1, -0.3], [0.4, -0.5, -0.6], [-0.1, -1.3, 0.5], [0.2, 0.9, -0.7], [1.2, 0.0, 1.1], [0.2, 1.1, 1.8], [0.3, 0.7, -0.6], [-1.4, 0.5, -1.1], [-0.7, 0.6, 1.1], [0.1, -1.0, 1.0], [-0.9, 0.6, -0.1], [0.3, 1.1, -0.7], [0.3, -0.1, 1.0], [0.2, 1.2, -0.3], [-0.6, -0.1, -0.7], [-0.1, 0.1, 0.6], [-0.5, -0.2, 0.5], [-0.3, 0.0, -0.3], [0.1, 0.1, -0.1], [0.0, -0.6, 0.3], [0.2, 0.3, 0.0], [0.4, 0.4, 0.3], [-0.2, 0.6, 0.1], [0.2, 0.0, 0.3], [0.1, -0.3, -0.2], [-0.3, 0.4, -0.3], [-0.1, 0.5, 0.6], [0.2, 0.3, -0.3], [0.2, 0.6, 0.2], [0.5, -0.2, 0.2], [-0.1, 0.0, 0.4], [0.3, -0.6, -0.4], [0.2, -0.2, -0.3], [-0.5, -0.4, -0.2], [0.3, -0.5, -0.8], [-0.1, -0.1, 0.0], [-0.5, 0.3, 0.2], [0.1, 0.5, -0.6], [0.4, 0.1, -0.1], [-0.1, 0.4, -0.3], [0.0, -0.9, 0.0], [-0.1, 0.0, -0.1], [0.5, 0.2, -0.2], [0.1, -0.1, 0.2], [-0.5, 0.0, -0.5], [-0.6, 0.4, 0.0], [-0.2, 0.2, -0.8], [-0.2, 0.4, -0.7], [0.7, -0.9, 0.4], [0.0, 0.0, 0.4], [-0.4, 0.5, -0.4], [0.4, -0.5, -0.6], [0.6, -0.9, -0.2], [-0.2, -0.6, 0.5], [-0.3, -0.2, 0.0], [-0.7, 0.3, -0.2], [0.2, -0.2, -0.1], [0.4, -0.2, -0.1], [0.2, -0.2, 0.4], [-0.1, -0.1, -0.1], [-0.1, 0.0, -0.3], [-0.3, 0.6, 0.5], [0.0, -0.6, -0.4], [0.5, 0.4, 1.1], [-0.4, 0.5, -0.1], [0.0, 0.4, -0.2], [-0.1, -0.1, 0.7], [-0.3, -0.1, -0.2], [0.5, 0.3, 0.4], [0.1, 0.3, -0.1], [0.1, 0.3, -0.5], [-0.2, 0.0, 0.3], [-0.7, 0.0, 0.0], [0.0, -0.8, 0.1], [-0.2, -0.1, -0.2], [0.2, -0.5, 0.0], [-0.3, 0.1, -0.2], [0.1, -0.8, 0.3], [0.2, -0.1, -0.1], [0.6, -0.3, 0.7], [-0.2, -0.1, -0.4], [-0.6, -0.1, 0.0], [-0.6, 0.2, 0.1], [-0.1, -0.8, 0.0], [0.5, 0.0, -0.1], [-0.5, -0.1, 0.2]],
  "mulliken_charge": [0.84, 0.67, -0.27, -0.31, -0.68, -0.68, -0.54, -0.22, -0.02, 0.97, 0.25, 0.43, -0.64, 0.58, -0.52, -1.02, -1.17, 0.22, -1.24, 0.38, 0.30, 0.45, -0.72, -0.55, -0.24, -0.79, -1.17, 0.30, -1.25, -0.79, -0.73, -1.31, -0.35, -0.90, -0.68, -0.63, -1.42, -1.49, -1.60, -0.35, -1.44, -0.19, -1.53, -0.86, -0.13, 0.56, 0.44, 0.35, 0.41, 0.27, 0.59, 0.32, 0.32, 0.60, 0.42, 0.59, 0.34, 0.35, 0.49, 0.44, 0.11, 0.37, 0.63, 0.64, 0.47, 0.49, 0.41, 0.36, 0.44, 0.19, 0.29, 0.60, 0.39, -0.74, 0.57, 0.31, 0.43, 0.25, 0.29, -0.14, 0.43, -0.39, 0.30, 0.58, 0.22, 0.36, 0.32, 0.23, 0.44, 0.57, 0.42, 0.41, 0.32, 0.39, -0.59, 0.42, -0.36, -0.01, 0.32, 0.55, -0.11, 0.61, 0.19, 0.50, 0.32, 0.34, 0.34, 0.32, 0.45, 0.30, 0.42, 0.34, 0.47, 0.24, -0.06, 0.37, 0.24]
}